Record 1
54
Properties=species:S:1:pos:R:3:forces:R:3 method="wB97M-V/def2-TZVPD" de_lowest_ev=0.000 total_charge=+2 homo_energy_ev=-14.8 total_energy_ha=-2661.4948 orbital_gap_ev=7.659 molar_mass_g_mol=707.26
Bi -0.200287 -0.733367 0.365594 0.0 -1.1 1.9
P -2.528999 0.467833 0.326212 -0.4 1.5 -0.6
C -2.957399 0.080704 -1.415036 -0.5 -0.3 0.1
C -1.817690 0.388779 -2.364422 0.0 -0.1 0.2
N -0.554064 0.232679 -1.898224 0.1 0.1 -0.3
C 0.483807 0.537503 -2.715757 0.0 -0.2 0.3
C 0.283588 1.006677 -4.007799 0.1 -0.1 0.1
C -1.007759 1.159734 -4.490882 0.0 -0.1 0.2
C -2.069317 0.818657 -3.659739 -0.1 0.2 0.2
C 1.891627 0.396053 -2.181099 0.5 -0.1 -0.1
P 2.141250 -0.875391 -0.864283 0.7 1.2 -1.1
H -3.102665 0.919026 -3.982378 0.2 0.0 0.0
H 1.156253 1.237082 -4.616847 -0.3 0.0 0.1
H -1.182742 1.541752 -5.490662 0.0 -0.1 0.1
H 2.579568 0.129692 -3.002288 -0.3 0.3 0.2
H 2.240702 1.363539 -1.767898 -0.2 -0.4 -0.1
H -3.241692 -0.988341 -1.471165 0.1 0.4 -0.1
H -3.850355 0.668002 -1.671299 0.2 -0.2 -0.1
H -0.384087 -3.748102 -0.364382 -0.4 0.4 -0.4
O -1.054290 -3.145859 -0.790476 0.1 -0.4 0.3
H -1.862391 -3.678858 -0.832126 0.1 0.2 -0.1
H 1.049229 -4.041170 1.413939 0.0 -0.5 -0.5
O 0.939540 -4.309100 0.481425 0.6 0.1 0.6
H 1.617459 -4.983328 0.301706 -0.4 0.1 0.2
C 2.426438 -2.443984 -1.715095 0.1 -0.3 0.0
H 3.342192 -2.373146 -2.315161 -0.2 0.0 0.1
H 2.537871 -3.242186 -0.970005 0.0 0.3 -0.3
H 1.579653 -2.694814 -2.367683 0.2 0.1 0.2
C 3.662791 -0.340972 -0.063481 0.3 -0.1 0.2
H 3.881328 -1.020603 0.770249 0.1 0.2 -0.2
H 4.497975 -0.358068 -0.777806 -0.2 0.0 0.2
H 3.539541 0.674226 0.338871 0.0 -0.4 -0.2
C -2.296695 2.264081 0.326701 -0.2 0.3 0.1
H -3.255992 2.751534 0.100932 0.2 0.0 0.1
H -1.947536 2.581897 1.315767 -0.2 0.0 -0.3
H -1.550494 2.572055 -0.417054 -0.2 -0.2 0.2
C -3.906703 0.075521 1.420092 -0.1 -0.3 0.2
H -3.574891 0.223496 2.458822 -0.1 0.0 -0.3
H -4.761470 0.735988 1.212804 0.3 -0.2 0.0
H -4.208596 -0.973672 1.293834 0.0 0.3 0.1
F 0.090943 3.444199 2.686751 -0.1 -1.0 0.6
C -0.080557 2.338121 3.453032 -0.8 1.4 0.8
F 0.167727 2.676071 4.745426 -0.2 -0.5 -1.6
F -1.407851 2.014483 3.373092 0.9 0.0 0.0
C 0.801344 1.169440 2.927991 -0.1 -0.2 -0.1
O 0.526085 0.951447 1.584261 -0.1 -0.3 -0.1
C 2.284350 1.610251 3.058551 1.7 0.6 0.5
F 2.644246 1.955741 4.323563 -0.6 -0.4 -1.4
F 3.122811 0.609634 2.665188 -0.7 0.6 0.3
F 2.536755 2.664067 2.245499 -0.3 -0.9 0.6
C 0.541027 -0.098668 3.801684 0.0 -0.7 1.2
F 0.780765 0.088821 5.120364 -0.2 -0.2 -1.7
F -0.760031 -0.513469 3.671235 1.1 0.3 -0.2
F 1.317760 -1.144949 3.373538 -0.7 0.8 0.2

***

Record 2
20
Properties=species:S:1:pos:R:3:forces:R:3 method="wB97M-V/def2-TZVPD" de_lowest_ev=5.229 homo_energy_ev="-7.5 / -7.6" total_energy_ha=-378.4461 orbital_gap_ev="7.601 / 7.602" molar_mass_g_mol=116.17
C 0.990120 -1.061501 1.126600 -0.1 0.0 -0.1
C -0.022511 1.155867 1.232912 0.0 -0.1 -0.1
N 0.404678 0.046717 0.399536 -0.4 0.1 -1.0
N 2.024683 0.833968 -0.461869 -0.4 0.7 -0.9
N 1.765234 1.436394 -1.410064 0.1 -0.7 0.8
H 0.653727 1.391493 -1.741855 -0.1 -0.3 0.4
H 1.037801 -1.920681 0.456069 0.0 0.1 0.0
H 0.370967 -1.314744 1.993358 0.0 0.0 0.0
H 1.990344 -0.810231 1.488231 0.0 0.0 -0.1
H 0.827284 1.580257 1.776408 0.0 0.0 -0.1
H -0.472068 1.931735 0.610579 0.0 0.0 0.0
H -0.760995 0.828173 1.971030 0.0 0.0 0.0
C -1.932768 -0.415011 -0.461596 0.0 0.3 -0.1
C -0.472299 -0.352830 -0.908514 0.5 -0.1 0.9
N -0.055381 -1.402222 -1.582954 0.1 0.2 -0.2
H 0.917793 -1.333749 -1.872529 0.0 0.0 0.1
H -0.383094 0.760509 -1.513066 0.2 -0.1 0.4
H -2.534891 -0.676258 -1.330097 0.0 0.1 0.0
H -2.060379 -1.207241 0.276843 0.1 0.0 0.0
H -2.288247 0.529354 -0.049023 0.0 0.0 0.0

***

Record 3
44
Properties=species:S:1:pos:R:3:forces:R:3 method="wB97M-V/def2-TZVPD" de_lowest_ev=0.752 smiles="Cc1cccc(CN2CCN(C(=O)c3ccccc3F)CC2)c1" homo_energy_ev=-8.3 total_energy_ha=-1021.2402 orbital_gap_ev=9.144 molar_mass_g_mol=312.39
C -4.681655 -2.848715 0.218415 0.0 0.0 0.0
C -4.364300 -1.435397 -0.166859 -0.1 0.0 0.0
C -5.369581 -0.500027 -0.364495 0.0 -0.1 0.0
C -5.057943 0.806053 -0.705437 0.0 0.1 0.0
C -3.739581 1.190685 -0.855582 0.0 0.0 0.0
C -2.718318 0.267592 -0.660456 0.0 -0.1 -0.1
C -1.283824 0.691016 -0.816322 0.0 0.0 0.0
N -0.979569 1.811000 0.071509 -0.1 -0.1 -0.1
C -1.219107 1.521523 1.468937 0.0 0.0 0.1
C -0.280582 0.427688 2.014521 -0.3 -0.1 0.1
N 0.990304 0.485097 1.313433 -0.1 0.1 0.1
C 1.630179 -0.660725 1.011276 0.1 0.1 -0.1
O 1.213822 -1.756821 1.339682 0.0 -0.2 0.0
C 2.932520 -0.531384 0.268515 0.0 -0.2 -0.3
C 4.129800 -0.765638 0.934203 -0.1 0.1 -0.1
C 5.333615 -0.742043 0.252215 0.1 0.0 0.1
C 5.358509 -0.499547 -1.111308 0.0 0.0 0.0
C 4.177675 -0.278610 -1.798108 -0.2 0.0 0.0
C 2.985028 -0.300176 -1.099773 0.2 0.0 0.2
F 1.837721 -0.073989 -1.777844 0.0 0.0 0.1
C 1.379293 1.811399 0.904821 0.0 0.3 -0.2
C 0.349791 2.369261 -0.109250 0.1 0.2 0.1
C -3.041086 -1.034818 -0.314819 0.0 0.1 -0.1
H -4.428616 -3.017524 1.265363 0.0 -0.1 0.1
H -4.100804 -3.548339 -0.379595 0.0 -0.1 0.0
H -5.738996 -3.062458 0.082807 -0.1 -0.1 0.0
H -6.403596 -0.794026 -0.252063 -0.1 0.0 0.0
H -5.850661 1.524404 -0.857420 -0.1 0.1 0.0
H -3.486963 2.206943 -1.116876 0.0 0.1 0.0
H -0.626740 -0.175413 -0.660479 0.0 0.0 -0.1
H -1.127132 1.047116 -1.839770 0.1 -0.1 0.0
H -1.076295 2.454961 2.020909 -0.1 0.0 0.0
H -2.257229 1.209623 1.593056 0.1 0.1 0.1
H -0.697901 -0.568723 1.855350 0.0 0.1 0.1
H -0.117287 0.563043 3.090704 -0.1 -0.1 0.0
H 4.104228 -0.968868 1.994028 0.0 0.0 0.1
H 6.254612 -0.919988 0.785716 0.1 0.0 0.0
H 6.296740 -0.486723 -1.644327 0.1 0.0 -0.1
H 4.166281 -0.094826 -2.860911 0.0 0.0 -0.1
H 2.379491 1.794378 0.471423 -0.1 0.1 0.1
H 1.406002 2.445140 1.799332 0.1 0.0 -0.1
H 0.285878 3.456964 0.017201 0.1 0.0 0.0
H 0.678069 2.165231 -1.128386 0.0 0.0 0.0
H -2.251072 -1.757362 -0.160327 0.1 -0.1 0.0

***

Record 4
51
Properties=species:S:1:pos:R:3:forces:R:3 method="wB97M-V/def2-TZVPD" de_lowest_ev=0.130 total_charge=+1 homo_energy_ev=-12.9 total_energy_ha=-1751.0860 orbital_gap_ev=9.793 molar_mass_g_mol=349.44
K -0.035906 0.410023 0.180318 0.3 -0.3 0.1
C -2.343148 -2.232682 1.655967 -0.9 0.6 -0.8
C -3.227017 -1.100365 1.134310 0.2 1.0 1.0
O -2.578823 -0.422639 0.037047 0.0 -0.2 -0.2
O -2.483157 -3.381222 0.844162 0.0 -0.2 0.4
H -2.725577 -2.419185 2.659825 0.2 -0.5 0.0
H -1.291383 -1.931942 1.729729 0.0 0.1 0.1
H -3.385975 -0.340003 1.913902 0.3 -0.3 0.1
H -4.235267 -1.439499 0.888834 0.2 -0.4 -0.4
H -3.214604 0.169645 -0.378014 -0.1 -0.2 -0.1
H -2.333598 -3.132232 -0.073228 0.0 0.0 0.0
C 3.557784 0.718106 -1.056002 -0.8 -1.0 0.5
C 2.929209 -0.014215 -2.235741 0.1 2.0 -0.6
O 3.208681 0.694358 -3.445580 0.1 -0.4 -0.1
O 2.839840 1.921987 -0.745599 0.1 0.0 -0.6
H 4.607496 0.899961 -1.276906 0.1 0.0 0.3
H 3.392833 0.083074 -0.171491 0.7 -0.1 -0.1
H 1.838256 0.018575 -2.110674 0.0 -0.6 0.2
H 3.331157 -1.010966 -2.381052 -0.1 -0.1 0.2
H 3.014523 1.630381 -3.324167 0.0 0.0 0.1
H 3.452076 2.661364 -0.800421 -0.1 0.1 0.1
C 1.544486 -2.692859 -0.032593 0.7 0.5 0.0
C 1.910907 -4.140854 0.255132 -1.3 0.3 -0.8
O 0.803328 -4.774948 0.879506 0.4 -0.1 0.0
O 1.448405 -1.921730 1.173179 -0.4 0.2 -0.2
H 0.603582 -2.624021 -0.587444 -0.3 -0.3 0.5
H 2.241072 -2.185337 -0.715810 0.4 -0.4 0.2
H 2.814835 -4.275447 0.847868 0.3 0.2 -0.2
H 2.017624 -4.574400 -0.742680 0.3 -0.4 0.2
H 0.934952 -4.751704 1.831532 -0.2 -0.1 0.0
H 2.174487 -2.197781 1.741378 0.0 0.2 0.1
C -0.963920 1.533935 4.049286 0.0 0.0 -0.3
C -2.104084 2.248003 4.751432 -0.1 0.5 -0.5
O -2.412677 3.482865 4.089309 0.3 -0.1 0.2
O -1.333561 1.115997 2.700131 0.1 0.3 0.2
H -0.634521 0.644899 4.581772 -0.1 0.0 0.0
H -0.122268 2.215219 3.909400 0.1 0.0 0.5
H -1.824316 2.542146 5.759680 0.2 -0.1 0.1
H -3.007360 1.640100 4.815164 0.1 -0.3 -0.1
H -2.560281 3.324638 3.155128 -0.3 -0.1 0.0
H -1.377914 1.952710 2.225281 -0.2 0.0 -0.1
C -0.054720 1.377825 -3.509208 1.2 0.6 -0.3
C -0.530140 2.456939 -4.450256 -0.5 0.7 0.3
O -0.482567 3.714790 -3.746174 0.1 -0.4 0.0
O -0.979644 0.970953 -2.531118 -0.5 -0.9 0.7
H 0.864187 1.740450 -3.022443 -0.2 0.1 -0.1
H 0.267457 0.494858 -4.064980 -0.4 -0.1 0.0
H -1.575065 2.297251 -4.743944 0.2 -0.4 -0.2
H 0.102929 2.531660 -5.339135 0.0 -0.3 0.1
H -0.794668 4.388336 -4.358179 0.0 0.1 0.1
H -1.287947 1.682983 -1.966430 0.1 0.6 -0.6